Computed, not measured: C27H46N13PS3Ti as an isolated structure, with ωB97M-V with the def2-TZVPD basis set.

Atoms and positions in Å:
Ti (0.06210, -0.67450, -1.45831)
N (1.19234, -4.23350, 1.19475)
C (1.05310, -3.18024, 0.30948)
S (-0.54799, -2.90163, -0.33969)
N (2.12219, -2.55715, -0.05711)
N (1.88968, -1.54759, -0.97107)
C (2.98204, -1.08946, -1.58503)
C (2.81175, -0.06016, -2.52655)
C (3.86530, 0.46097, -3.31505)
C (3.60364, 1.44299, -4.22715)
C (2.28329, 1.91607, -4.37541)
C (1.30154, 1.35085, -3.60037)
N (1.52675, 0.38834, -2.69738)
H (0.35478, -4.46977, 1.70051)
H (2.02937, -4.19181, 1.75619)
H (3.95600, -1.51306, -1.36667)
H (4.86530, 0.06975, -3.17870)
H (4.40076, 1.85132, -4.83490)
H (2.03563, 2.69141, -5.08526)
H (0.27014, 1.67449, -3.69349)
N (-2.06158, 0.03665, -2.26723)
N (-2.63588, -0.16798, -3.53625)
C (-3.84319, -0.78157, -3.62927)
N (-4.13830, -1.24593, -4.86471)
S (-4.89110, -0.90994, -2.34273)
H (-2.70596, -0.39161, -1.59202)
H (-2.06007, 1.03011, -2.04684)
H (-1.94618, -0.37358, -4.24820)
H (-3.40035, -1.43122, -5.52586)
H (-4.97762, -1.79290, -4.94173)
S (-0.26211, -2.04984, -3.97962)
C (1.13709, -2.99537, -3.92420)
N (1.32183, -3.78962, -2.82864)
C (2.44140, -4.49400, -2.61986)
C (3.41252, -4.48443, -3.57848)
C (3.13900, -3.73863, -4.73235)
N (2.04856, -3.02252, -4.91081)
H (0.60795, -3.71697, -2.08754)
H (2.49819, -5.02384, -1.67959)
H (4.33503, -5.02981, -3.45858)
H (3.85203, -3.72974, -5.55057)
N (-0.31003, 0.72095, -0.23469)
P (-0.47373, 1.03923, 1.27538)
N (0.95572, 1.02984, 2.12975)
C (1.11519, 1.70600, 3.41208)
C (2.00833, 0.89166, 4.34364)
C (3.34993, 0.58155, 3.68363)
C (3.13726, -0.06743, 2.31879)
C (2.23041, 0.79912, 1.45811)
N (-1.52541, -0.01407, 2.01023)
C (-2.71848, -0.43771, 1.26251)
C (-3.83426, -0.81694, 2.22164)
C (-3.41166, -2.00375, 3.09122)
C (-1.93185, -1.89158, 3.50144)
C (-1.42295, -0.45982, 3.39205)
N (-1.07776, 2.56326, 1.62722)
C (-0.28713, 3.68963, 1.11177)
C (-1.14982, 4.60572, 0.25585)
C (-2.28527, 5.21585, 1.08932)
C (-2.73612, 4.24706, 2.19471)
C (-2.51095, 2.80502, 1.76637)
H (0.13718, 1.87931, 3.85960)
H (1.57322, 2.69454, 3.25345)
H (1.50397, -0.04639, 4.59519)
H (2.15228, 1.44025, 5.27778)
H (3.95439, -0.05739, 4.33106)
H (3.90811, 1.51572, 3.55191)
H (2.67546, -1.05317, 2.42824)
H (4.08991, -0.21570, 1.80445)
H (2.04068, 0.33856, 0.49521)
H (2.72316, 1.76743, 1.27300)
H (-2.47989, -1.29690, 0.62595)
H (-3.04919, 0.36841, 0.60361)
H (-4.73288, -1.05731, 1.65156)
H (-4.08021, 0.04698, 2.84674)
H (-3.56100, -2.92857, 2.53002)
H (-4.05457, -2.06432, 3.97174)
H (-1.31471, -2.50430, 2.83816)
H (-1.77910, -2.25613, 4.51924)
H (-0.37502, -0.42469, 3.68255)
H (-1.97751, 0.19464, 4.08245)
H (0.53878, 3.29497, 0.51553)
H (0.14961, 4.26023, 1.94146)
H (-1.55508, 4.01276, -0.56829)
H (-0.53418, 5.38757, -0.19192)
H (-3.12667, 5.46075, 0.43769)
H (-1.95719, 6.15568, 1.53863)
H (-3.78713, 4.40229, 2.44259)
H (-2.16435, 4.42167, 3.11007)
H (-3.05776, 2.62181, 0.82820)
H (-2.91068, 2.11311, 2.50939)

Atomic forces in eV per Å
-0.2 0.5 0.4
0.0 -0.1 0.1
0.1 0.2 -0.1
-0.1 0.1 -0.1
0.0 -0.2 0.1
0.0 0.0 -0.1
0.1 0.0 0.0
0.0 -0.1 -0.1
0.0 0.1 0.0
0.0 0.0 0.0
0.0 0.0 0.0
0.0 0.0 0.0
0.0 -0.1 0.0
0.0 0.0 0.0
0.0 0.0 0.0
0.0 0.0 0.0
0.0 0.0 0.0
0.0 0.0 0.0
0.0 0.0 0.0
0.0 0.0 0.0
0.2 0.0 0.1
0.0 0.0 0.0
0.0 0.1 0.0
0.0 0.0 0.0
0.0 0.0 0.0
0.0 0.0 -0.1
0.0 -0.1 0.0
0.0 0.0 0.0
0.0 0.0 0.0
0.0 0.0 0.0
0.0 0.1 0.1
-0.2 -0.1 0.0
0.2 0.0 -0.1
-0.1 0.1 0.0
0.1 -0.1 0.0
-0.1 0.0 0.0
0.2 0.0 -0.1
-0.1 0.0 0.0
0.0 0.0 0.0
0.0 0.0 0.0
0.0 0.0 0.0
0.1 -0.4 -0.3
0.0 -0.1 -0.1
0.0 0.0 0.0
0.0 0.0 0.0
0.0 0.0 0.0
0.0 0.0 0.0
0.0 0.0 0.0
0.0 0.0 0.0
0.0 0.2 0.0
0.0 0.0 0.0
0.0 0.0 0.0
0.0 0.0 0.0
0.0 0.0 0.0
0.0 -0.1 0.0
0.1 -0.1 0.1
0.0 0.0 0.0
0.0 0.0 0.0
0.0 0.0 0.0
0.0 0.0 0.0
0.0 0.0 0.0
0.0 0.0 0.0
0.0 0.0 0.0
0.0 0.0 0.0
0.0 0.0 0.0
0.0 0.0 0.0
0.0 0.0 0.0
0.0 0.0 0.0
0.0 0.0 0.0
0.0 0.0 0.0
0.0 0.0 0.0
0.0 0.0 0.0
0.0 0.0 0.0
0.0 0.0 0.0
0.0 0.0 0.0
0.0 0.0 0.0
0.0 0.0 0.0
0.0 0.0 0.0
0.0 0.0 0.0
0.0 0.0 0.0
0.0 0.0 0.0
0.0 0.0 0.0
0.0 0.0 0.0
0.0 0.0 0.0
0.0 0.0 0.0
0.0 0.0 0.0
0.0 0.0 0.0
0.0 0.0 0.0
0.0 0.0 0.0
0.0 0.0 0.0
0.0 0.0 0.0

The calculation puts the energy at -113031.2691 eV. Its expectation value of S² is 2.017. The lowest unoccupied orbital energy (spin up / spin down) is -0.15 / -0.21 eV. The multiplicity is 3. For the HOMO energy (spin up / spin down), the calculation gives -5.5 / -7.5 eV. The calculation puts the relative energy (zero: lowest compared OMol25 entry of this formula, charge and spin) at 1.15 kcal per mole.

Atomic partial charges in e from the Mulliken method, atoms 1 to 8: -0.087, -0.528, 0.220, -0.840, -1.561, 2.406, -1.624, 1.272